Entry 1:
Density functional theory data (wB97M-V/def2-TZVPD) for C3H9O2P in the gas phase in a non-equilibrium geometry.

SMILES string	CCC(O)(O)P
LUMO energy	0.782	eV

The geometry in ORCA input format:
```
! wB97M-V def2-TZVPD RIJCOSX def2/J DEFGRID3
* xyz 0 1
P -2.382 0.383 -0.173
O -0.495 -1.123 1.264
O -0.573 -1.300 -0.987
C 1.836 0.395 -0.457
C -0.552 -0.396 0.121
C 0.461 0.685 0.137
H 0.461 0.769 1.139
H 2.233 -0.544 0.035
H -2.569 -0.032 1.158
H 0.357 -1.500 -1.174
H -1.126 -1.820 1.088
H -2.083 1.593 0.222
H 0.161 1.554 -0.330
H 2.416 1.277 -0.469
H 1.852 0.058 -1.576
*
```


Entry 2:
Density functional theory data (wB97M-V/def2-TZVPD) for a 2-piece molecular cluster, C9H14 overall in a non-equilibrium geometry.

SMILES string	Cc1ccccc1.CC
LUMO energy	0.997	eV

The geometry in ORCA input format:
```
! wB97M-V def2-TZVPD RIJCOSX def2/J DEFGRID3
* xyz 0 1
C 1.500 -0.636 0.588
C 2.788 -1.331 0.165
C -2.938 0.496 -2.824
C -0.614 -0.808 1.691
C 1.360 0.747 0.562
C -0.673 0.590 1.866
C 0.260 1.341 1.207
C 0.374 -1.396 0.960
C -1.470 0.860 -2.597
H -3.484 0.333 -1.894
H 3.344 -1.379 1.101
H -1.340 1.611 -1.816
H -1.392 -1.517 1.988
H 0.262 -2.463 0.756
H -0.863 1.310 -3.381
H 3.285 -0.703 -0.573
H -0.863 0.054 -2.177
H 2.211 1.217 0.076
H 2.580 -2.304 -0.260
H 0.046 2.398 1.083
H -3.433 1.245 -3.450
H -1.539 0.875 2.457
H -3.019 -0.405 -3.431
*
```


Entry 3:
Density functional theory data (wB97M-V/def2-TZVPD) for a 2-piece molecular cluster, C2H6O overall in a non-equilibrium geometry.

SMILES string	C=C.O
LUMO energy	0.923	eV

The geometry in ORCA input format:
```
! wB97M-V def2-TZVPD RIJCOSX def2/J DEFGRID3
* xyz 0 1
O 1.682 -2.475 2.330
C -1.035 1.189 -1.979
C -1.209 1.854 -0.862
H -2.130 1.919 -0.295
H -1.777 0.698 -2.599
H 2.568 -2.615 2.674
H -0.086 1.087 -2.507
H 1.840 -2.008 1.500
H -0.455 2.457 -0.371
*
```


no.,frontier orbital gap (eV)
1,9.964
2,9.979
3,11.208